ORCA calculation (ωB97M-V with the def2-TZVPD basis set) on a molecular structure, C38H48BrF4OOsPSi.

Results
Molar mass   925.99 Da
Total energy   -5246.43125 a.u.
Expectation value of S²   6.041
Largest force on an atom   5.6 eV Å⁻¹
Relative energy (zero: lowest compared OMol25 entry of this formula, charge and spin)   178.0 kJ/mol

```
! RIJCOSX wB97M-V def2-TZVPD def2/J DEFGRID3
* xyz 2 5
Os 0.50169 -0.51656 0.22215
C 1.29510 1.48482 0.90759
C 1.61823 0.40791 1.83592
C 0.48037 0.35871 2.76816
C -0.27931 1.52619 2.55876
C 0.24005 2.27787 1.49746
C -0.03001 3.71899 1.24494
C -1.47545 4.11663 1.57352
C 0.89945 4.45662 2.24543
C 0.32751 4.14440 -0.17897
C 0.04358 -0.66039 3.79310
C 1.03277 -0.74246 4.96612
C -1.32195 -0.30870 4.40564
C -0.11884 -2.01635 3.08384
C 3.07060 -0.05279 1.93835
C 3.75636 0.80273 3.01607
C 3.24272 -1.54078 2.26671
C 3.79591 0.16144 0.59349
H 2.04286 1.97836 0.30285
H -1.11370 1.82726 3.16113
H -1.70081 3.96788 2.62604
H -2.19048 3.55829 0.97372
H -1.60430 5.17392 1.35994
H 0.70879 4.13503 3.26523
H 0.69761 5.52145 2.18189
H 1.94705 4.28279 2.01589
H -0.25131 3.57891 -0.90563
H 1.38610 4.00893 -0.38404
H 0.09558 5.19754 -0.30381
H 1.16477 0.24245 5.40965
H 2.00599 -1.12320 4.68016
H 0.61775 -1.40421 5.72127
H -1.27392 0.60314 4.99289
H -1.61042 -1.10830 5.08243
H -2.10511 -0.21140 3.65795
H 0.82520 -2.39071 2.70171
H -0.83188 -1.91993 2.25236
H -0.52345 -2.74287 3.78468
H 3.28350 0.67032 3.98381
H 3.71869 1.85922 2.76444
H 4.79965 0.50833 3.09440
H 2.84360 -1.80506 3.23703
H 4.30515 -1.77141 2.28317
H 2.77095 -2.14719 1.49577
H 3.95732 1.20935 0.35993
H 3.24617 -0.31161 -0.22839
H 4.77480 -0.30506 0.64709
F -2.87689 3.39990 -4.98694
C -2.08517 2.57397 -4.33591
C -1.00384 1.96896 -4.98052
F -0.75253 2.21356 -6.25301
C -0.19394 1.08687 -4.27011
F 0.80442 0.48716 -4.91645
C -0.42550 0.77897 -2.92979
P 0.54373 -0.57017 -2.12581
C 2.21984 -0.41258 -2.77357
C 2.75254 0.86979 -2.91935
C 4.03493 1.02971 -3.39873
C 4.80416 -0.08364 -3.70189
C 4.29840 -1.35817 -3.50053
C 3.01073 -1.53109 -3.02713
C -0.38427 -1.92551 -2.90751
C -1.53823 -2.36344 -2.25459
C -2.40542 -3.23173 -2.89486
C -2.12029 -3.67380 -4.18021
C -0.94520 -3.28348 -4.80629
C -0.08227 -2.39310 -4.18580
C -1.52618 1.37380 -2.31544
Br -2.04086 0.88075 -0.55200
C -2.33941 2.27207 -2.99662
F -3.36803 2.82744 -2.37414
H 2.14059 1.73101 -2.68738
H 4.43162 2.02062 -3.54822
H 5.79844 0.04671 -4.09660
H 4.90625 -2.21888 -3.72706
H 2.61393 -2.52168 -2.85996
H -1.73243 -2.04819 -1.23464
H -3.30327 -3.56197 -2.39290
H -2.81076 -4.33417 -4.68565
H -0.71165 -3.66577 -5.78968
H 0.81901 -2.07793 -4.69050
C 0.63123 -4.86718 -1.84311
Si 1.19823 -4.06844 -0.17691
C 0.39528 -5.11569 1.22861
C 3.11707 -4.23005 -0.21325
O 0.70513 -2.56080 -0.00199
H 0.94430 -5.90379 -1.87134
H 1.09952 -4.35146 -2.67304
H -0.44558 -4.81600 -1.94110
H 0.40475 -6.16208 0.94432
H -0.63041 -4.81925 1.41461
H 0.95534 -5.01422 2.15191
H 3.43577 -4.88995 -1.01361
H 3.48993 -4.64877 0.71567
H 3.59302 -3.26687 -0.37106
*
```

These are the Löwdin partial charges, in e, on atoms 1 to 5:
1 Os 1.35
2 C -0.17
3 C -0.29
4 C -0.10
5 C 0.05